Here is 27 unconnected molecules or ions with the total composition C50H163N12O28 in a non-equilibrium geometry from the OMol25 dataset. Energies are from ωB97M-V/def2-TZVPD.

Calculated values
F_max	3.92	eV Å⁻¹
charge	-1
HOMO	-7.05	eV
DFT total energy	-129703.1919	eV
LUMO energy	1.7	eV
Kohn-Sham gap	0.3200	Ha

Bonds (Å) are listed after each position.
Cartesian coordinates (Å):
1 O 3.70 -4.82 3.06  C65 1.438, C74 1.441
2 O -2.77 4.48 0.20  C49 1.433, C67 1.444
3 O 1.24 -3.70 -4.93  H104 0.969, H121 0.974
4 O -3.18 0.90 4.30  H92 0.942, H223 0.986
5 O 1.69 -0.86 -3.87  H133 1.003, H225 0.966
6 O -5.63 3.05 3.16  H114 0.974, H152 1.019
7 O -2.88 -5.87 5.59  C50 1.443, C71 1.465
8 O 3.75 2.10 -4.26  C58 1.458, C89 1.406
9 O -6.20 7.40 0.14  C56 1.419, C86 1.400
10 O -2.36 -3.12 0.87  H142 0.952, H177 0.976
11 O 2.30 -4.26 8.57  C61 1.381, C82 1.396
12 O -0.55 -0.54 1.08  C43 1.283
13 O -4.12 0.39 -3.81  C44 1.394, C59 1.399
14 O -2.27 0.68 1.65  C43 1.238
15 O 3.89 7.62 -4.22  C41 1.425, C42 1.456
16 O -4.33 2.28 0.88  H212 0.967, H219 0.975
17 O 3.77 0.76 2.76  H100 0.948, H134 0.969
18 O 3.79 -3.30 -7.94  C62 1.424, C70 1.431
19 O -0.37 -6.97 -0.10  C52 1.376, C64 1.390
20 O 3.49 -2.35 -1.89  H192 0.977, H248 0.915
21 O -1.05 -2.81 -3.59  H137 0.985, H226 0.975
22 O 2.80 0.94 0.01  H129 0.971, H185 0.954
23 O -5.05 -2.78 1.58  C53 1.387, C69 1.426
24 O -0.33 -1.74 3.70  H213 0.937, H232 1.009
25 O 0.86 -1.21 -1.28  H178 0.955, H186 0.972
26 O 0.54 0.80 3.36  H132 0.963, H145 0.965
27 O -3.14 -4.26 -1.77  H105 0.995, H215 0.951
28 O 4.75 4.50 1.09  C47 1.413, C66 1.422
29 N 5.69 2.41 -1.29  C87 1.487, H199 0.982, H203 0.982
30 N -3.10 -2.42 4.30  C81 1.469, H108 0.978, H139 1.022
31 N -0.86 -0.09 -5.54  C73 1.517, H188 1.021, H244 1.056
32 N 3.95 -1.88 0.87  C68 1.456, H246 0.996, H253 0.991
33 N 6.49 5.77 -2.27  C78 1.468, H103 1.056, H239 1.054
34 N -6.03 -4.27 -0.40  C48 1.397, H150 1.019, H202 0.987
35 N 1.65 -5.01 -2.36  C72 1.477, H102 1.032, H184 0.998
36 N -5.94 6.21 3.50  C54 1.454, H157 1.014, H236 1.011
37 N 4.26 0.32 -7.87  C84 1.483, H144 1.017, H200 1.044
38 N -1.25 3.46 2.55  C77 1.472, H181 1.002, H243 1.019
39 N 1.48 -4.49 5.02  C46 1.410, H198 1.043, H206 1.007
40 N 1.40 3.22 0.45  C80 1.502, H112 1.021, H190 1.018
41 C 4.39 6.89 -3.10  O15 1.425, C78 1.483, H146 1.122, H160 1.101
42 C 2.46 7.44 -4.39  O15 1.456, H175 1.105, H180 1.069, H247 1.104
43 C -1.41 0.37 0.82  O12 1.283, O14 1.238, C90 1.484
44 C -3.25 0.00 -4.83  O13 1.394, C73 1.538, H97 1.060, H231 1.103
45 C -1.94 2.09 -4.59  C73 1.589, H195 1.081, H218 1.111, H229 1.076
46 C 2.29 -3.91 6.02  N39 1.410, C55 1.503, C82 1.559, H96 1.130
47 C 3.49 4.07 1.59  O28 1.413, C80 1.554, H153 1.101, H207 1.120
48 C -6.96 -3.56 0.36  N34 1.397, C57 1.508, C69 1.537, H176 1.111
49 C -2.49 4.91 -1.14  O2 1.433, H110 1.092, H125 1.122, H220 1.101
50 C -3.44 -4.84 4.75  O7 1.443, C81 1.583, H166 1.083, H201 1.077
51 C -1.50 5.67 3.50  C77 1.555, H101 1.068, H172 1.126, H224 1.033
52 C -0.81 -6.75 1.19  O19 1.376, H151 1.118, H173 1.130, H252 1.070
53 C -5.08 -1.41 1.36  O23 1.387, H106 1.087, H168 1.089, H194 1.076
54 C -6.50 6.17 2.16  N36 1.454, C56 1.510, C76 1.502, H113 1.141
55 C 2.62 -2.48 5.69  C46 1.503, H117 1.081, H140 1.072, H221 1.068
56 C -6.33 7.53 1.55  O9 1.419, C54 1.510, H94 1.078, H107 1.100
57 C -8.25 -4.29 0.66  C48 1.508, H179 1.122, H227 1.109, H237 1.088
58 C 2.31 2.18 -4.50  O8 1.458, H120 1.121, H148 1.058, H208 1.097
59 C -4.39 -0.60 -2.87  O13 1.399, H135 1.091, H234 1.096, H235 1.078
60 C 1.42 -7.48 -2.52  C72 1.531, H91 1.098, H116 1.129, H187 1.080
61 C 1.56 -4.51 9.70  O11 1.381, H167 1.052, H182 1.075, H210 1.088
62 C 3.47 -1.92 -7.98  O18 1.424, C84 1.537, H128 1.100, H174 1.059
63 C 5.01 -1.29 -6.11  C84 1.520, H99 1.100, H147 1.014, H230 1.086
64 C 0.55 -6.02 -0.55  O19 1.390, C72 1.491, H115 1.120, H216 1.098
65 C 4.59 -5.91 3.36  O1 1.438, H127 1.106, H163 1.068, H214 1.045
66 C 5.84 3.76 1.63  O28 1.422, H109 1.092, H130 1.106, H154 1.064
67 C -1.99 5.34 1.06  O2 1.444, C77 1.548, H123 1.090, H138 1.077
68 C 3.20 -2.83 1.69  N32 1.456, C74 1.578, C83 1.490, H233 1.091
69 C -6.35 -3.34 1.75  O23 1.426, C48 1.537, H136 1.140, H155 1.152
70 C 2.72 -4.09 -8.47  O18 1.431, H93 1.073, H241 1.096, H251 1.120
71 C -1.45 -6.16 5.43  O7 1.465, H95 1.098, H164 1.105, H238 1.076
72 C 0.81 -6.17 -2.01  N35 1.477, C60 1.531, C64 1.491, H158 1.121
73 C -1.83 0.50 -4.52  N31 1.517, C44 1.538, C45 1.589, H242 1.091
74 C 4.25 -3.94 2.07  O1 1.441, C68 1.578, H118 1.113, H228 1.119
75 C 1.80 5.69 0.33  C80 1.576, H119 1.098, H169 1.089, H191 1.119
76 C -7.91 5.65 2.12  C54 1.502, H122 1.088, H156 1.123, H193 1.086
77 C -2.08 4.67 2.45  N38 1.472, C51 1.555, C67 1.548, H183 1.106
78 C 5.79 6.47 -3.36  N33 1.468, C41 1.483, C79 1.508, H249 1.142
79 C 5.75 5.72 -4.67  C78 1.508, H149 1.144, H170 1.093, H205 1.095
80 C 2.47 4.27 0.43  N40 1.502, C47 1.554, C75 1.576, H161 1.088
81 C -3.03 -3.44 5.35  N30 1.469, C50 1.583, C85 1.522, H98 1.143
82 C 1.57 -4.11 7.39  O11 1.396, C46 1.559, H131 1.094, H222 1.133
83 C 1.94 -3.26 1.01  C68 1.490, H111 1.083, H162 1.090, H209 1.093
84 C 4.69 -1.07 -7.58  N37 1.483, C62 1.537, C63 1.520, H165 1.100
85 C -3.95 -3.17 6.53  C81 1.522, H171 1.090, H196 1.111, H245 1.063
86 C -6.04 8.50 -0.71  O9 1.400, H189 1.135, H211 1.157, H240 1.122
87 C 5.35 1.79 -2.60  N29 1.487, C88 1.504, C89 1.482, H204 1.113
88 C 5.05 0.32 -2.59  C87 1.504, H143 1.149, H217 1.080, H250 1.066
89 C 4.11 2.52 -2.97  O8 1.406, C87 1.482, H141 1.128, H197 1.112
90 C -1.30 1.02 -0.51  C43 1.484, H124 1.083, H126 1.113, H159 1.131
91 H 2.23 -7.63 -1.80  C60 1.098
92 H -3.00 1.78 4.60  O4 0.942
93 H 1.87 -3.89 -7.84  C70 1.073
94 H -5.44 7.89 2.04  C56 1.078
95 H -1.25 -6.15 4.35  C71 1.098
96 H 3.27 -4.48 5.97  C46 1.130
97 H -3.28 -1.05 -4.93  C44 1.060
98 H -1.94 -3.55 5.68  C81 1.143
99 H 4.89 -2.34 -5.84  C63 1.100
100 H 2.96 0.37 3.04  O17 0.948
101 H -1.54 5.35 4.52  C51 1.068
102 H 1.28 -4.18 -1.87  N35 1.032
103 H 6.13 4.77 -2.21  N33 1.056
104 H 1.63 -2.88 -4.59  O3 0.969
105 H -2.65 -4.12 -0.92  O27 0.995
106 H -5.89 -1.11 0.70  C53 1.087
107 H -7.09 8.30 1.77  C56 1.100
108 H -3.63 -2.70 3.53  N30 0.978
109 H 5.97 4.01 2.68  C66 1.092
110 H -1.42 4.78 -1.34  C49 1.092
111 H 1.14 -2.54 1.10  C83 1.083
112 H 0.70 3.52 -0.23  N40 1.021
113 H -5.77 5.45 1.67  C54 1.141
114 H -5.19 2.49 3.82  O6 0.974
115 H 1.47 -6.13 0.06  C64 1.120
116 H 0.52 -8.15 -2.37  C60 1.129
117 H 1.69 -1.97 5.48  C55 1.081
118 H 4.55 -4.54 1.18  C74 1.113
119 H 1.13 5.73 1.21  C75 1.098
120 H 1.77 1.73 -3.63  C58 1.121
121 H 1.67 -4.30 -4.30  O3 0.974
122 H -8.51 6.20 2.84  C76 1.088
123 H -2.59 6.25 1.01  C67 1.090
124 H -1.92 0.54 -1.25  C90 1.083
125 H -2.81 5.97 -1.31  C49 1.122
126 H -1.63 2.08 -0.38  C90 1.113
127 H 4.89 -6.40 2.41  C65 1.106
128 H 2.71 -1.73 -7.21  C62 1.100
129 H 2.25 1.74 0.06  O22 0.971
130 H 5.63 2.68 1.49  C66 1.106
131 H 0.92 -4.98 7.26  C82 1.094
132 H 0.39 -0.06 3.75  O26 0.963
133 H 1.37 -0.71 -2.93  O5 1.003
134 H 3.59 0.95 1.83  O17 0.969
135 H -3.43 -0.86 -2.41  C59 1.091
136 H -6.93 -2.60 2.40  C69 1.140
137 H -0.35 -3.17 -4.18  O21 0.985
138 H -0.97 5.47 0.75  C67 1.077
139 H -3.52 -1.53 4.57  N30 1.022
140 H 3.36 -2.41 4.93  C55 1.072
141 H 3.29 2.32 -2.23  C89 1.128
142 H -1.89 -2.34 1.14  O10 0.952
143 H 4.75 0.00 -1.53  C88 1.149
144 H 4.47 0.93 -7.07  N37 1.017
145 H 0.34 0.56 2.44  O26 0.965
146 H 4.30 7.52 -2.18  C41 1.122
147 H 5.89 -0.94 -5.74  C63 1.014
148 H 2.04 3.19 -4.66  C58 1.058
149 H 5.09 4.78 -4.65  C79 1.144
150 H -6.32 -4.32 -1.37  N34 1.019
151 H 0.04 -6.89 1.90  C52 1.118
152 H -5.18 2.76 2.29  O6 1.019
153 H 3.61 3.00 1.81  C47 1.101
154 H 6.68 4.04 1.05  C66 1.064
155 H -6.18 -4.29 2.38  C69 1.152
156 H -8.34 5.74 1.09  C76 1.123
157 H -6.55 6.76 4.10  N36 1.014
158 H -0.19 -6.08 -2.51  C72 1.121
159 H -0.20 0.96 -0.79  C90 1.131
160 H 3.71 6.04 -2.97  C41 1.101
161 H 3.03 3.99 -0.46  C80 1.088
162 H 2.17 -3.58 -0.01  C83 1.090
163 H 5.44 -5.47 3.84  C65 1.068
164 H -1.43 -7.17 5.87  C71 1.105
165 H 5.52 -1.38 -8.22  C84 1.100
166 H -4.51 -5.02 4.80  C50 1.083
167 H 2.18 -4.69 10.53  C61 1.052
168 H -4.16 -1.18 0.83  C53 1.089
169 H 2.44 6.57 0.31  C75 1.089
170 H 6.75 5.48 -5.03  C79 1.093
171 H -3.78 -3.91 7.32  C85 1.090
172 H -1.98 6.69 3.48  C51 1.126
173 H -1.16 -5.70 1.41  C52 1.130
174 H 3.09 -1.64 -8.93  C62 1.059
175 H 2.12 6.40 -4.54  C42 1.105
176 H -7.25 -2.58 -0.08  C48 1.111
177 H -3.08 -3.21 1.51  O10 0.976
178 H 1.62 -1.79 -1.26  O25 0.955
179 H -8.15 -5.27 1.19  C57 1.122
180 H 2.19 8.00 -5.26  C42 1.069
181 H -0.94 3.29 3.49  N38 1.002
182 H 0.90 -3.72 10.00  C61 1.075
183 H -3.12 4.48 2.76  C77 1.106
184 H 2.57 -5.21 -2.03  N35 0.998
185 H 2.64 0.58 -0.86  O22 0.954
186 H 0.47 -1.15 -0.39  O25 0.972
187 H 1.73 -7.48 -3.56  C60 1.080
188 H -0.98 0.36 -6.45  N31 1.021
189 H -6.11 8.03 -1.74  C86 1.135
190 H 0.92 3.34 1.34  N40 1.018
191 H 1.12 5.69 -0.56  C75 1.119
192 H 3.96 -2.13 -1.06  O20 0.977
193 H -7.92 4.57 2.25  C76 1.086
194 H -5.15 -0.85 2.27  C53 1.076
195 H -1.01 2.57 -4.33  C45 1.081
196 H -3.84 -2.16 6.97  C85 1.111
197 H 4.38 3.60 -3.02  C89 1.112
198 H 0.74 -3.87 4.64  N39 1.043
199 H 6.25 1.80 -0.77  N29 0.982
200 H 4.79 0.73 -8.67  N37 1.044
201 H -3.04 -4.96 3.75  C50 1.077
202 H -5.11 -3.91 -0.37  N34 0.987
203 H 4.86 2.50 -0.77  N29 0.982
204 H 6.09 2.20 -3.33  C87 1.113
205 H 5.25 6.38 -5.38  C79 1.095
206 H 1.99 -4.65 4.17  N39 1.007
207 H 3.24 4.57 2.56  C47 1.120
208 H 2.19 1.51 -5.36  C58 1.097
209 H 1.46 -4.08 1.54  C83 1.093
210 H 0.95 -5.40 9.50  C61 1.088
211 H -6.86 9.28 -0.48  C86 1.157
212 H -3.57 1.69 1.02  O16 0.967
213 H -1.17 -1.60 4.09  O24 0.937
214 H 4.03 -6.47 4.04  C65 1.045
215 H -2.56 -3.68 -2.26  O27 0.951
216 H 0.23 -4.98 -0.43  C64 1.098
217 H 4.29 0.06 -3.32  C88 1.080
218 H -2.28 2.45 -5.59  C45 1.111
219 H -3.80 3.05 0.60  O16 0.975
220 H -3.04 4.29 -1.87  C49 1.101
221 H 3.00 -2.01 6.57  C55 1.068
222 H 0.88 -3.22 7.53  C82 1.133
223 H -2.54 0.85 3.55  O4 0.986
224 H -0.49 5.79 3.32  C51 1.033
225 H 0.97 -0.53 -4.43  O5 0.966
226 H -0.58 -1.98 -3.37  O21 0.975
227 H -8.89 -3.68 1.34  C57 1.109
228 H 5.18 -3.50 2.51  C74 1.119
229 H -2.67 2.42 -3.88  C45 1.076
230 H 4.18 -0.85 -5.56  C63 1.086
231 H -3.50 0.38 -5.83  C44 1.103
232 H -0.48 -1.51 2.73  O24 1.009
233 H 2.97 -2.44 2.68  C68 1.091
234 H -4.99 -0.11 -2.09  C59 1.096
235 H -4.94 -1.44 -3.27  C59 1.078
236 H -5.69 5.37 4.00  N36 1.011
237 H -8.71 -4.57 -0.28  C57 1.088
238 H -0.85 -5.44 5.97  C71 1.076
239 H 6.15 6.22 -1.38  N33 1.054
240 H -5.02 8.96 -0.61  C86 1.122
241 H 2.41 -3.83 -9.49  C70 1.096
242 H -1.44 0.20 -3.55  C73 1.091
243 H -1.60 2.63 2.07  N38 1.019
244 H -1.18 -1.09 -5.64  N31 1.056
245 H -4.97 -3.17 6.22  C85 1.063
246 H 3.39 -1.09 0.67  N32 0.996
247 H 1.99 7.86 -3.48  C42 1.104
248 H 3.51 -1.65 -2.47  O20 0.915
249 H 6.40 7.43 -3.44  C78 1.142
250 H 5.89 -0.30 -2.83  C88 1.066
251 H 2.96 -5.18 -8.48  C70 1.120
252 H -1.52 -7.50 1.45  C52 1.070
253 H 4.68 -1.46 1.38  N32 0.991